{
  "formula": "C44H114As2F21N8O18P",
  "method": "wB97M-V/def2-TZVPD",
  "elements": ["P", "O", "O", "O", "O", "C", "C", "C", "O", "C", "N", "H", "H", "H", "H", "H", "H", "H", "H", "H", "H", "H", "H", "C", "C", "C", "O", "C", "N", "H", "H", "H", "H", "H", "H", "H", "H", "H", "H", "H", "H", "C", "C", "C", "O", "C", "N", "H", "H", "H", "H", "H", "H", "H", "H", "H", "H", "H", "H", "C", "C", "C", "O", "C", "N", "H", "H", "H", "H", "H", "H", "H", "H", "H", "H", "H", "H", "C", "C", "C", "O", "C", "N", "H", "H", "H", "H", "H", "H", "H", "H", "H", "H", "H", "H", "C", "C", "C", "O", "C", "N", "H", "H", "H", "H", "H", "H", "H", "H", "H", "H", "H", "H", "C", "C", "C", "O", "C", "N", "H", "H", "H", "H", "H", "H", "H", "H", "H", "H", "H", "H", "C", "C", "C", "O", "C", "N", "H", "H", "H", "H", "H", "H", "H", "H", "H", "H", "H", "H", "As", "F", "F", "F", "F", "F", "F", "As", "F", "F", "F", "F", "F", "F", "C", "O", "O", "C", "F", "F", "F", "C", "C", "H", "H", "H", "H", "H", "H", "C", "O", "O", "C", "F", "F", "F", "C", "C", "H", "H", "H", "H", "H", "H", "C", "O", "O", "C", "F", "F", "F", "C", "C", "H", "H", "H", "H", "H", "H"],
  "positions_angstrom": [[0.362, 0.022, -0.282], [-0.854, -0.334, -1.195], [0.534, -0.998, 0.872], [0.414, 1.484, 0.335], [1.602, -0.095, -1.237], [-0.401, -2.237, 4.942], [0.434, -2.500, 3.653], [1.479, -3.680, 3.783], [2.189, -3.836, 2.570], [2.763, -5.152, 2.589], [-0.548, -2.763, 2.495], [-1.460, -2.345, 2.373], [-0.066, -2.184, 1.822], [-0.681, -3.725, 2.218], [-1.033, -1.357, 5.059], [0.331, -2.020, 5.720], [-1.026, -3.092, 5.201], [0.939, -1.587, 3.335], [0.947, -4.595, 4.045], [2.201, -3.558, 4.590], [3.580, -5.098, 1.870], [2.049, -5.916, 2.282], [3.181, -5.442, 3.553], [-1.626, 3.163, 3.501], [-0.444, 2.233, 3.576], [-0.122, 1.797, 4.977], [0.902, 0.716, 4.870], [1.580, 0.685, 6.201], [-0.807, 1.030, 2.733], [-0.472, 0.100, 2.940], [-1.771, 0.917, 2.454], [-0.417, 1.145, 1.808], [-1.575, 3.687, 2.547], [-1.443, 4.006, 4.167], [-2.663, 2.884, 3.690], [0.464, 2.639, 3.128], [-0.966, 1.433, 5.565], [-0.037, 2.746, 5.507], [2.164, 1.591, 6.357], [2.407, -0.026, 6.212], [0.954, 0.177, 6.935], [-3.394, 2.032, 0.428], [-3.056, 2.745, -0.962], [-3.334, 4.297, -0.960], [-2.532, 4.892, 0.041], [-2.360, 6.364, -0.149], [-1.663, 2.312, -1.329], [-1.001, 2.738, -0.697], [-1.487, 1.324, -1.217], [-1.380, 2.523, -2.275], [-3.267, 0.959, 0.279], [-4.370, 2.320, 0.819], [-2.746, 2.358, 1.242], [-3.644, 2.129, -1.641], [-4.374, 4.539, -0.736], [-3.258, 4.858, -1.892], [-2.748, 6.959, -0.976], [-1.272, 6.424, -0.110], [-2.659, 6.916, 0.742], [2.137, -4.486, -0.696], [1.629, -3.643, -1.897], [1.577, -4.310, -3.288], [0.877, -3.419, -4.093], [0.228, -4.061, -5.163], [0.256, -3.102, -1.437], [0.332, -2.118, -1.219], [-0.199, -3.179, -2.335], [-0.223, -3.542, -0.664], [2.218, -3.883, 0.208], [3.144, -4.675, -1.066], [1.628, -5.448, -0.634], [2.186, -2.711, -1.990], [1.033, -5.240, -3.122], [2.588, -4.633, -3.540], [-0.064, -3.354, -5.940], [-0.669, -4.521, -4.749], [0.750, -4.845, -5.710], [4.087, -0.225, 3.094], [3.898, 0.313, 1.673], [5.220, 0.708, 0.956], [5.074, 0.861, -0.570], [6.187, 0.690, -1.393], [3.287, -0.851, 0.956], [3.762, -1.724, 1.136], [2.375, -1.018, 1.358], [2.901, -0.736, 0.030], [3.167, -0.242, 3.678], [4.661, 0.510, 3.659], [4.648, -1.153, 3.208], [3.277, 1.201, 1.556], [6.038, 0.039, 1.225], [5.546, 1.649, 1.399], [6.062, 1.171, -2.363], [6.457, -0.346, -1.597], [7.106, 1.110, -0.982], [-3.985, -3.218, -2.235], [-4.050, -1.836, -1.468], [-5.483, -1.523, -0.895], [-5.218, -0.419, -0.003], [-6.379, 0.334, 0.332], [-3.082, -1.958, -0.350], [-3.546, -1.719, 0.515], [-2.813, -2.924, -0.230], [-2.204, -1.476, -0.483], [-4.536, -3.155, -3.173], [-4.408, -4.145, -1.849], [-3.004, -3.562, -2.562], [-3.539, -1.093, -2.080], [-5.888, -2.366, -0.335], [-6.202, -1.330, -1.690], [-7.159, -0.286, 0.774], [-6.985, 0.789, -0.451], [-6.123, 1.132, 1.029], [1.114, 1.330, -5.879], [1.274, 0.216, -4.799], [2.752, 0.283, -4.324], [3.611, -0.078, -5.380], [5.019, -0.030, -4.972], [0.332, 0.533, -3.656], [0.570, 0.214, -2.728], [0.138, 1.524, -3.624], [-0.631, 0.269, -3.810], [1.729, 2.160, -5.532], [0.109, 1.743, -5.965], [1.403, 1.003, -6.878], [1.064, -0.800, -5.133], [2.918, -0.466, -3.550], [2.936, 1.220, -3.797], [5.108, 0.818, -4.292], [5.528, 0.309, -5.874], [5.337, -0.994, -4.576], [1.651, 5.263, 0.159], [2.954, 4.385, -0.232], [4.013, 4.024, 0.816], [3.364, 3.452, 1.994], [3.849, 3.851, 3.214], [2.269, 3.100, -0.821], [1.660, 3.368, -1.582], [2.899, 2.380, -1.144], [1.605, 2.611, -0.238], [0.913, 5.422, -0.627], [2.007, 6.223, 0.532], [1.116, 4.755, 0.961], [3.516, 4.847, -1.043], [4.433, 5.012, 1.005], [4.778, 3.393, 0.363], [3.773, 4.931, 3.341], [4.903, 3.576, 3.259], [3.349, 3.437, 4.089], [-2.723, -1.019, -5.644], [-2.219, 0.520, -4.979], [-3.274, -0.277, -7.179], [-3.321, -2.586, -6.194], [-2.195, -1.737, -4.080], [-4.370, -0.668, -5.018], [-1.067, -1.255, -6.425], [6.213, -3.770, -0.423], [5.254, -3.435, 1.005], [5.458, -5.421, -0.423], [6.956, -4.144, -1.973], [7.025, -2.203, -0.252], [7.625, -4.463, 0.495], [4.991, -2.958, -1.525], [0.581, 4.801, -3.885], [1.813, 5.355, -3.163], [0.309, 3.542, -3.286], [-0.665, 5.863, -4.085], [-0.515, 6.855, -3.246], [-0.651, 6.444, -5.247], [-1.928, 5.303, -3.851], [2.655, 6.214, -3.907], [3.951, 6.566, -3.132], [4.575, 7.160, -3.800], [3.715, 7.213, -2.287], [4.482, 5.664, -2.828], [2.265, 7.117, -4.377], [3.121, 5.628, -4.699], [0.915, 4.652, -4.911], [-4.118, -0.607, 3.613], [-4.020, 0.855, 3.854], [-3.209, -0.871, 2.540], [-4.255, -1.463, 4.908], [-3.366, -2.414, 4.932], [-3.874, -0.762, 5.952], [-5.429, -1.958, 5.171], [-5.090, 1.539, 4.542], [-4.730, 2.855, 5.228], [-4.593, 3.697, 4.550], [-5.613, 3.175, 5.781], [-3.870, 2.676, 5.873], [-5.592, 1.035, 5.368], [-5.842, 1.649, 3.761], [-5.092, -0.800, 3.163], [-2.469, -5.758, 0.607], [-3.656, -5.029, 1.000], [-1.714, -4.689, 0.049], [-1.783, -6.609, 1.701], [-0.660, -7.138, 1.235], [-1.464, -5.950, 2.820], [-2.523, -7.676, 2.039], [-4.930, -5.732, 0.946], [-5.957, -4.619, 1.389], [-5.602, -3.653, 1.749], [-6.675, -4.385, 0.602], [-6.505, -5.018, 2.242], [-4.847, -6.543, 1.670], [-5.185, -6.191, -0.009], [-2.778, -6.488, -0.142]],
  "homo_ev": -8.46,
  "lumo_energy_ev": -0.351,
  "charge": 0,
  "gap_ev": 8.11,
  "energy_ha": -10447.4014
}

{
  "formula": "C44H116N8O13",
  "method": "wB97M-V/def2-TZVPD",
  "elements": ["C", "O", "C", "C", "C", "N", "H", "H", "H", "H", "H", "H", "H", "H", "H", "H", "H", "C", "O", "C", "C", "C", "N", "H", "H", "H", "H", "H", "H", "H", "H", "H", "H", "H", "C", "O", "C", "C", "C", "N", "H", "H", "H", "H", "H", "H", "H", "H", "H", "H", "H", "C", "O", "C", "C", "C", "N", "H", "H", "H", "H", "H", "H", "H", "H", "H", "H", "H", "C", "O", "C", "C", "C", "N", "H", "H", "H", "H", "H", "H", "H", "H", "H", "H", "H", "C", "O", "C", "C", "N", "C", "C", "O", "C", "H", "H", "H", "H", "H", "H", "H", "H", "H", "H", "H", "H", "H", "H", "H", "C", "O", "C", "C", "N", "C", "C", "O", "C", "H", "H", "H", "H", "H", "H", "H", "H", "H", "H", "H", "H", "H", "H", "H", "C", "O", "C", "C", "N", "C", "C", "O", "C", "H", "H", "H", "H", "H", "H", "H", "H", "H", "H", "H", "H", "H", "H", "H", "C", "C", "C", "O", "H", "H", "H", "H", "H", "H", "H", "H", "C", "C", "C", "O", "H", "H", "H", "H", "H", "H", "H", "H"],
  "positions_angstrom": [[5.706, -1.322, -2.696], [4.389, -1.553, -3.110], [3.632, -0.378, -3.191], [2.157, -0.703, -3.159], [1.746, -1.392, -4.457], [1.395, 0.537, -2.981], [5.772, -0.713, -1.785], [6.304, -0.811, -3.467], [6.202, -2.275, -2.513], [3.828, 0.312, -2.350], [3.853, 0.220, -4.089], [1.933, -1.418, -2.361], [2.177, -2.386, -4.597], [2.036, -0.739, -5.284], [0.667, -1.574, -4.495], [0.444, 0.415, -3.306], [1.808, 1.293, -3.519], [5.260, -4.604, 0.510], [4.452, -3.625, 1.132], [5.067, -2.353, 1.105], [4.102, -1.271, 1.588], [2.930, -1.033, 0.664], [4.872, -0.031, 1.750], [4.876, -5.576, 0.820], [6.282, -4.546, 0.905], [5.245, -4.507, -0.578], [5.958, -2.304, 1.746], [5.359, -2.154, 0.064], [3.691, -1.600, 2.546], [3.123, -0.859, -0.397], [2.305, -0.220, 1.044], [2.267, -1.899, 0.735], [5.062, 0.505, 0.913], [5.773, -0.256, 2.157], [-4.679, -0.447, 1.635], [-4.677, 0.779, 0.960], [-4.979, 1.867, 1.809], [-5.592, 3.009, 1.025], [-4.607, 3.614, 0.031], [-6.028, 4.009, 2.010], [-5.571, -0.564, 2.267], [-3.791, -0.561, 2.269], [-4.753, -1.265, 0.919], [-5.604, 1.615, 2.671], [-4.030, 2.219, 2.262], [-6.447, 2.604, 0.479], [-3.707, 3.992, 0.527], [-5.059, 4.464, -0.483], [-4.299, 2.915, -0.748], [-5.209, 4.492, 2.364], [-6.572, 4.722, 1.538], [-2.852, -1.990, 7.599], [-2.495, -1.582, 6.306], [-1.980, -0.277, 6.263], [-1.580, 0.034, 4.832], [-0.462, -0.904, 4.375], [-1.227, 1.457, 4.741], [-3.001, -3.069, 7.578], [-3.836, -1.577, 7.888], [-2.178, -1.694, 8.407], [-2.751, 0.451, 6.557], [-1.113, -0.130, 6.925], [-2.506, -0.077, 4.259], [0.281, -1.043, 5.161], [0.020, -0.565, 3.456], [-0.913, -1.868, 4.117], [-1.113, 1.736, 3.774], [-0.282, 1.555, 5.105], [2.807, 2.791, -0.428], [3.857, 2.950, -1.370], [3.702, 4.123, -2.128], [4.723, 4.122, -3.249], [4.497, 5.254, -4.212], [4.545, 2.834, -3.993], [2.891, 1.824, 0.062], [1.853, 2.859, -0.955], [2.866, 3.573, 0.340], [2.683, 4.205, -2.530], [3.904, 5.013, -1.510], [5.700, 4.097, -2.756], [5.089, 5.136, -5.122], [4.904, 6.195, -3.811], [3.454, 5.447, -4.448], [5.388, 2.703, -4.547], [4.599, 2.105, -3.288], [-2.539, -2.046, -3.366], [-2.264, -2.593, -4.640], [-3.009, -1.992, -5.657], [-2.599, -2.573, -6.994], [-2.737, -4.030, -7.001], [-2.231, -4.657, -8.235], [-0.716, -4.705, -8.344], [-0.445, -5.281, -9.618], [0.924, -5.525, -9.827], [-3.612, -2.026, -3.164], [-2.148, -1.018, -3.318], [-1.966, -2.601, -2.628], [-2.764, -0.917, -5.706], [-4.091, -2.108, -5.513], [-1.570, -2.241, -7.206], [-3.251, -2.165, -7.770], [-2.190, -4.388, -6.224], [-2.634, -4.146, -9.106], [-2.604, -5.679, -8.159], [-0.241, -5.305, -7.561], [-0.290, -3.693, -8.348], [1.362, -6.109, -9.007], [1.478, -4.592, -9.972], [1.006, -6.160, -10.710], [-2.670, 4.490, 4.170], [-2.757, 5.725, 3.503], [-3.977, 6.408, 3.717], [-4.131, 7.459, 2.631], [-4.101, 6.829, 1.336], [-4.153, 7.757, 0.229], [-3.950, 7.056, -1.091], [-2.687, 6.440, -1.033], [-2.364, 5.564, -2.110], [-1.939, 3.873, 3.652], [-3.603, 3.910, 4.165], [-2.425, 4.641, 5.229], [-3.905, 6.928, 4.686], [-4.843, 5.741, 3.779], [-3.289, 8.159, 2.768], [-5.071, 7.990, 2.789], [-3.292, 6.233, 1.222], [-3.436, 8.592, 0.329], [-5.115, 8.286, 0.185], [-3.969, 7.848, -1.860], [-4.779, 6.383, -1.332], [-3.146, 4.821, -2.267], [-1.425, 5.099, -1.814], [-2.155, 6.204, -2.974], [1.014, -3.700, -0.989], [0.211, -4.741, -0.500], [0.160, -4.813, 0.906], [1.483, -5.360, 1.477], [1.400, -6.094, 2.723], [0.748, -7.386, 2.627], [0.793, -8.124, 3.935], [-0.399, -7.924, 4.675], [-0.475, -8.778, 5.767], [0.995, -3.691, -2.082], [2.057, -3.881, -0.699], [0.690, -2.695, -0.693], [-0.676, -5.472, 1.131], [-0.018, -3.860, 1.427], [2.251, -4.585, 1.516], [1.899, -6.076, 0.754], [1.056, -5.556, 3.506], [1.259, -7.986, 1.874], [-0.318, -7.296, 2.371], [1.636, -7.775, 4.550], [0.978, -9.191, 3.749], [0.321, -8.568, 6.508], [-0.413, -9.844, 5.524], [-1.387, -8.573, 6.329], [3.592, 3.403, 4.036], [2.760, 2.197, 3.602], [2.957, 1.078, 4.582], [1.369, 2.600, 3.688], [4.642, 3.114, 4.147], [3.255, 3.749, 5.015], [3.597, 4.229, 3.322], [3.047, 1.968, 2.574], [4.005, 0.762, 4.562], [2.472, 0.145, 4.290], [2.695, 1.457, 5.567], [1.306, 3.435, 3.212], [-1.958, 1.235, -1.084], [-0.688, 1.132, -0.231], [-1.006, 1.409, 1.217], [-0.066, -0.140, -0.393], [-1.828, 0.925, -2.118], [-2.323, 2.248, -0.941], [-2.657, 0.523, -0.632], [-0.011, 1.873, -0.676], [-1.627, 2.308, 1.272], [-0.134, 1.573, 1.852], [-1.584, 0.571, 1.618], [0.695, -0.044, -0.980]],
  "homo_ev": -8.18,
  "lumo_energy_ev": 0.455,
  "charge": 0,
  "gap_ev": 8.63,
  "energy_ha": -3161.9479
}